{"formula": "C7H15N", "method": "ωB97M-V with the def2-TZVPD basis set", "fmax_ha_per_bohr": 0.0749, "de_lowest_kcal_mol": 193.4, "total_energy_ev": -8984.103, "orbital_gap_ev": 5.922, "charge": 0, "species": ["C", "C", "C", "C", "C", "C", "C", "N", "H", "H", "H", "H", "H", "H", "H", "H", "H", "H", "H", "H", "H", "H", "H"], "positions_angstrom": [[-1.186611, 0.702045, 0.824971], [-1.198689, 1.312686, -0.580503], [-0.663007, 0.425946, -1.739795], [0.165298, -0.807258, -1.346863], [1.533732, -0.477054, -0.894769], [2.140909, -0.169927, 0.216897], [2.262571, -0.307308, 1.569432], [-2.204386, -0.294067, 1.085103], [-0.179224, 0.407008, 1.008140], [-1.303063, 1.525249, 1.538602], [-0.788893, 2.334395, -0.602190], [-2.217755, 1.663781, -0.862427], [0.076297, 1.034311, -2.274506], [-1.355199, 0.065414, -2.515725], [0.177970, -1.478886, -2.215657], [-0.270616, -1.396445, -0.521803], [-0.515160, -2.263000, 2.341609], [3.237809, 1.004759, -0.042294], [1.911673, -1.181271, 2.133339], [2.856895, 0.484723, 2.062621], [0.197329, -2.471780, 2.260984], [-1.771097, -1.160491, 1.353894], [-2.912807, -0.435322, 0.347655]], "forces_ev_per_a": [[-0.624, 1.805, -0.552], [-1.513, 0.520, -0.837], [0.983, 0.416, -0.031], [0.310, -0.631, 0.792], [0.562, -1.024, -1.733], [1.373, 3.507, 0.798], [0.879, 0.553, 0.308], [-0.331, -0.404, -0.293], [0.578, -0.988, 0.270], [-0.222, 0.149, -0.083], [0.924, -0.588, 0.284], [0.015, -0.837, 0.336], [-0.341, 0.069, -0.281], [-0.294, 0.449, 0.656], [0.284, 0.273, 0.095], [-0.427, 0.205, -0.110], [0.244, -0.130, 0.070], [-2.529, -2.634, 0.269], [0.187, 0.466, -0.351], [-0.378, -1.054, 0.031], [-0.249, 0.007, -0.001], [-0.359, -0.289, -0.192], [0.929, 0.162, 0.555]], "lowdin_charge": [-0.31, -0.19, -0.18, -0.24, -0.01, -0.29, -0.04, 0.00, 0.06, 0.10, 0.11, 0.11, 0.10, 0.11, 0.10, 0.10, 0.05, 0.24, 0.02, 0.04, 0.05, -0.01, 0.09]}